# 1
A molecular structure, C4H11ClFeNO3Os, computed with the ωB97M-V functional and the def2-TZVPD basis.

```
22
Properties=species:S:1:pos:R:3:forces:R:3
Fe 2.004353 -1.461218 -1.145498 -0.7 0.8 0.1
Cl 4.129080 -1.459694 -0.536081 -0.5 -0.3 -0.2
C 1.080916 0.388858 -1.467302 0.7 0.5 0.8
H 0.005616 0.743391 -1.371524 0.8 0.4 -0.5
H 1.412888 0.592641 -2.500832 -0.4 0.1 0.3
H 1.663033 1.008697 -0.761727 -0.3 0.2 -0.5
Os -0.912191 -0.587713 -0.187048 1.8 -2.1 -1.0
C -1.608202 -1.820568 1.199466 -0.5 -1.2 0.5
C -0.498212 -2.064919 -1.691800 -0.5 -0.3 -0.4
C -1.682646 0.747599 0.927179 -1.1 3.4 2.7
H -1.383511 -1.894822 -2.355023 0.4 -0.6 0.3
H 0.333349 -1.974628 -2.406108 0.1 -0.4 -0.3
H -0.533566 -3.046582 -1.202588 -0.1 -0.2 -0.6
H -2.248245 -1.428122 2.006235 0.2 -0.4 -0.5
H -1.927730 -2.802321 0.777705 0.1 0.6 0.5
H -0.583496 -1.938230 1.601576 0.0 -0.4 0.5
H -2.179573 1.684796 0.657422 0.1 -0.1 -0.2
H -1.512610 0.801149 2.058752 -0.2 -0.3 -1.4
O 2.169597 4.021127 2.146556 -2.0 -0.7 -1.3
N 1.104761 3.608692 1.603561 -0.7 -0.5 0.6
O 0.757049 4.178260 0.519227 0.9 -1.2 2.3
O 0.409341 2.703607 2.127852 2.0 2.5 -1.5
```
Positions in Å, forces in eV/Å.

Results
HOMO energy (alpha / beta) ... -6.59 / -8.88 eV
Relative energy (zero: lowest compared OMol25 entry of this formula, charge and spin) ... 0.000 eV
Spin multiplicity ... 10
Charge ... 0
DFT total energy ... -61321.5820 eV

Results of the Löwdin charge analysis, in e, for atoms 1 through 6:
1. Fe 0.45
2. Cl -0.11
3. C -0.34
4. H -0.06
5. H 0.01
6. H -0.01

# 2
A molecular structure, C51H41CoNOP3S2, computed with the ωB97M-V functional and the def2-TZVPD basis.

```
100
Properties=species:S:1:pos:R:3:forces:R:3
Co 0.270101 -1.135649 -1.511364 0.4 -0.1 -0.5
S 2.927007 -0.782654 -1.510619 0.0 -0.1 0.0
P 2.066576 1.024029 -1.605319 -0.1 -0.2 0.1
C 0.476646 0.775892 -1.993596 -0.1 0.8 0.2
P -1.120831 1.199267 -2.036323 -0.1 -0.4 0.1
S -2.110874 -0.554422 -1.836154 0.0 0.1 0.0
C -1.744604 2.426811 -0.829175 -0.1 0.0 0.0
C -2.792082 2.141079 0.036648 0.0 -0.1 0.0
C -3.300730 3.124523 0.875146 0.0 0.0 0.1
C -2.758934 4.398615 0.864405 0.0 0.0 0.0
C -1.699293 4.689045 0.012482 0.0 0.1 0.0
C -1.202907 3.709755 -0.830936 0.1 0.0 0.0
C -1.605803 2.007376 -3.603874 0.0 0.0 0.0
C -0.837151 1.742627 -4.732802 0.0 0.0 0.0
C -1.189892 2.276252 -5.962440 0.0 0.0 0.0
C -2.318278 3.076849 -6.074016 0.0 0.0 0.0
C -3.092469 3.339819 -4.951970 0.0 0.0 0.0
C -2.737815 2.807072 -3.722076 0.0 0.0 0.0
C 2.938878 2.116940 -2.779157 0.0 0.0 0.0
C 2.214254 3.069592 -3.486412 0.0 0.0 0.0
C 2.854786 3.933134 -4.363559 0.0 0.0 0.0
C 4.227586 3.840545 -4.544318 0.0 0.0 0.0
C 4.953058 2.878226 -3.853811 0.0 0.0 0.0
C 4.311426 2.018139 -2.976340 0.0 0.0 0.1
C 2.356132 1.895802 -0.011026 0.2 0.0 -0.1
C 2.216839 3.277719 0.088326 -0.1 0.0 0.0
C 2.407999 3.924783 1.299943 0.0 0.0 0.0
C 2.752256 3.194739 2.430219 0.0 0.0 0.0
C 2.901879 1.819022 2.338111 0.0 0.0 0.0
C 2.707716 1.175228 1.125839 0.1 -0.1 0.0
H -3.211306 1.142283 0.029547 0.0 0.0 0.0
H -4.118798 2.888401 1.543593 0.0 0.0 0.0
H -3.155714 5.164958 1.518392 0.0 0.0 0.0
H -1.267863 5.682388 -0.001136 0.0 0.0 0.0
H -0.396152 3.948351 -1.514343 0.0 0.0 0.0
H 0.042674 1.117476 -4.625452 0.0 0.0 0.0
H -0.583257 2.066122 -6.834174 0.0 0.0 0.0
H -2.594559 3.495125 -7.033612 0.0 0.0 0.0
H -3.974657 3.962295 -5.034521 0.0 0.0 0.0
H -3.347414 3.015930 -2.850588 0.0 0.0 0.0
H 1.135990 3.111304 -3.374152 0.0 0.0 0.0
H 2.277856 4.665366 -4.914949 0.0 0.0 0.0
H 4.730499 4.507249 -5.233887 0.0 0.0 0.0
H 6.021917 2.792817 -4.006581 0.0 0.0 0.0
H 4.864122 1.250617 -2.447668 0.0 0.0 0.0
H 1.970388 3.861361 -0.790639 0.0 0.0 0.0
H 2.295323 5.000494 1.358458 0.0 0.0 0.0
H 2.906412 3.697517 3.376912 0.0 0.0 0.0
H 3.166020 1.240395 3.214850 0.0 0.0 0.0
H 2.835102 0.101509 1.043814 0.0 0.1 0.0
C 0.434948 -3.078744 -2.231740 -0.2 -0.2 0.2
C -0.656175 -3.862343 -1.711210 0.1 0.0 0.0
C -0.492250 -4.642786 -0.541173 0.0 0.0 0.0
C -1.532549 -5.337233 0.025746 0.0 0.0 -0.1
C -2.813782 -5.277766 -0.536590 0.1 0.0 0.0
C -3.004589 -4.522826 -1.701683 0.0 0.0 0.0
C -1.953341 -3.848445 -2.277570 0.0 0.0 0.0
C -3.895746 -5.953906 0.093943 -0.2 -0.1 -0.1
N -4.779557 -6.491307 0.606714 0.0 0.0 0.0
H 0.427712 -2.926267 -3.312793 -0.1 0.0 0.0
H 1.404639 -3.441437 -1.886638 0.0 0.0 -0.1
H 0.491071 -4.684628 -0.083814 0.0 0.0 0.0
H -1.371542 -5.925756 0.920567 0.0 0.0 0.0
H -3.991631 -4.466445 -2.144138 0.0 0.0 0.0
H -2.123906 -3.252970 -3.165216 0.0 0.0 0.0
O 0.137409 -1.507865 0.566305 0.1 -0.2 -0.1
P 0.048172 -1.765911 2.019111 -0.2 0.2 0.2
C 1.656745 -2.218503 2.704511 0.0 0.0 0.0
C 1.920105 -2.283457 4.071421 0.0 0.0 0.0
C 3.189944 -2.605766 4.517435 0.0 0.0 0.0
C 4.204685 -2.854884 3.599140 0.0 0.0 0.0
C 3.948244 -2.779177 2.239300 0.0 0.0 0.0
C 2.673383 -2.463997 1.787610 0.0 0.0 0.0
C -1.142075 -3.026480 2.510790 0.1 0.1 0.0
C -2.460429 -2.829983 2.100673 0.0 0.0 -0.1
C -3.429789 -3.767591 2.406206 0.0 0.0 0.1
C -3.094154 -4.899774 3.138768 0.0 0.0 0.0
C -1.785313 -5.097707 3.550256 0.0 0.0 0.0
C -0.805505 -4.168164 3.226581 0.1 0.0 0.1
C -0.478793 -0.256970 2.858834 0.0 -0.1 0.1
C -0.309887 0.935378 2.163809 0.0 0.0 0.0
C -0.621815 2.142025 2.771755 0.0 0.0 0.0
C -1.114961 2.155245 4.066607 0.0 0.0 0.0
C -1.310679 0.962614 4.755832 0.0 0.0 0.0
C -0.996020 -0.243518 4.153203 0.0 0.0 0.0
H 1.136900 -2.072190 4.789699 0.0 0.0 0.0
H 3.393272 -2.655192 5.579355 0.0 0.0 0.0
H 5.199426 -3.098130 3.949742 0.0 0.0 0.0
H 4.738626 -2.950820 1.520850 0.0 0.0 0.0
H 2.469935 -2.369010 0.726551 0.0 0.0 0.0
H -2.713607 -1.960617 1.503150 0.0 0.0 0.0
H -4.442509 -3.634160 2.051700 0.0 0.0 0.0
H -3.851331 -5.640011 3.357896 0.0 0.0 0.0
H -1.519035 -5.989582 4.102894 0.0 0.0 0.0
H 0.220498 -4.339577 3.527277 0.0 0.0 0.0
H 0.061145 0.912137 1.146283 -0.1 0.0 0.0
H -0.482622 3.064072 2.222887 0.0 0.0 0.0
H -1.362768 3.096873 4.540434 0.0 0.0 0.0
H -1.715605 0.975573 5.759785 0.0 0.0 0.0
H -1.172931 -1.174102 4.679248 0.0 0.0 0.0
```
Positions in Å, forces in eV/Å.

Results
HOMO energy (alpha / beta) ... -3.66 / -4.06 eV
Spin multiplicity ... 2
Charge ... -1
DFT total energy ... -144258.3953 eV

Results of the Löwdin charge analysis, in e, for atoms 1 through 6:
1. Co 0.13
2. S 0.35
3. P 0.41
4. C -0.64
5. P 0.43
6. S 0.38

# 3
A molecular structure, C15H13N3O10Ru, computed with the ωB97M-V functional and the def2-TZVPD basis.

```
42
Properties=species:S:1:pos:R:3:forces:R:3
Ru 0.210624 -0.065926 0.563165 0.4 -0.4 1.1
O -4.946455 2.060870 -1.950556 0.0 0.1 0.0
C -3.786206 1.555282 -1.465833 0.0 0.0 0.0
C -2.782283 2.365419 -0.945111 0.1 -0.1 0.0
C -1.640947 1.759631 -0.471764 0.0 0.1 -0.1
N -1.478927 0.428400 -0.473804 0.0 0.1 -0.2
C -2.432349 -0.351659 -0.993135 0.0 -0.3 0.0
C -3.599573 0.180092 -1.503129 0.0 0.1 -0.1
C -2.195198 -1.876244 -0.935911 -0.1 0.3 -0.1
O -2.923671 -2.570125 -1.635529 -0.1 -0.1 0.0
O -1.287430 -2.205886 -0.126905 0.1 -0.2 -0.1
C -0.482244 2.587149 0.078322 0.0 -0.1 -0.1
O -0.550304 3.794944 0.048824 -0.1 0.2 0.0
O 0.514529 1.896574 0.550286 0.0 0.0 -0.3
H -4.939486 3.021557 -1.855501 0.0 -0.1 0.0
H -2.841558 3.445442 -0.904164 0.0 0.0 0.0
H -4.335791 -0.488342 -1.924906 0.0 0.0 0.0
O 1.499843 -1.909195 6.009772 -0.1 0.2 0.0
C 0.404585 -2.531339 5.613789 -0.1 0.2 0.2
O -0.181208 -3.325338 6.315692 0.1 -0.1 -0.1
C -0.120008 -2.179492 4.268887 0.1 -0.2 -0.1
C -1.237386 -2.755498 3.685797 0.0 0.1 0.0
N -1.385279 -2.211669 2.473694 -0.1 0.2 0.1
N -0.426563 -1.316741 2.228916 0.2 -0.2 -0.1
C 0.375492 -1.308474 3.283576 -0.2 0.1 0.0
C 1.644677 -0.524444 3.126762 -0.1 -0.1 0.2
O 2.457945 -0.526049 4.063277 -0.1 0.3 0.1
O 1.788817 0.016124 1.998638 0.1 -0.1 -0.3
H 1.849249 -1.241409 5.325732 0.1 -0.5 -0.1
H -1.898800 -3.513737 4.065909 0.0 0.0 0.0
H -1.956267 -2.460641 1.667572 0.1 -0.1 0.0
C 3.139971 -2.265681 0.280192 0.0 -0.1 0.0
C 1.929234 -2.081709 -0.624354 -0.2 -0.1 0.0
C 2.245958 -2.495547 -2.058120 -0.1 -0.2 0.0
O 1.496454 -0.746383 -0.709298 -0.4 0.8 -0.1
H 3.362642 -3.329118 0.404532 0.0 0.0 -0.1
H 2.974620 -1.832460 1.260926 0.0 0.0 0.0
H 4.014297 -1.775361 -0.151320 0.0 0.0 0.0
H 1.092578 -2.707362 -0.269731 0.1 0.0 0.0
H 3.114595 -1.946695 -2.424399 0.0 0.1 0.0
H 1.395614 -2.277878 -2.702107 0.0 0.0 0.0
H 2.461941 -3.565524 -2.111793 0.0 0.0 0.0
```
Positions in Å, forces in eV/Å.

Results
HOMO energy (alpha / beta) ... -5.67 / -5.44 eV
Relative energy (zero: lowest compared OMol25 entry of this formula, charge and spin) ... 1.513 eV
Spin multiplicity ... 2
Charge ... -1
DFT total energy ... -43297.3148 eV

Results of the Löwdin charge analysis, in e, for atoms 1 through 6:
1. Ru 1.46
2. O 0.08
3. C -0.28
4. C 0.06
5. C -0.16
6. N 0.01